<w>
Entry from the Open Molecules 2025 dataset: 3 unconnected molecules or ions with the total composition H3N2O2P (wB97M-V/def2-TZVPD).

Positions of all 8 atoms, in Å:
N -0.4793 -0.8689 -0.2167
N -0.5162 1.5924 0.7254
O 0.1569 1.0246 1.5724
O -0.9440 2.7425 0.5842
P -1.0777 0.4255 -0.5549
H 1.3471 -1.9721 -1.7803
H 0.1728 -1.1131 0.5491
H 1.3404 -1.8308 -0.8792

LUMO level, eV: -1.4
Charge: 0

***

<x>
Entry from the Open Molecules 2025 dataset: H3N2O2P in the gas phase (wB97M-V/def2-TZVPD).

Positions of all 8 atoms, in Å:
N 0.7306 0.8170 -0.8721
N -0.1846 0.6531 0.2151
P -0.4872 -0.9670 0.6872
O -1.2024 -0.9545 1.9518
O -0.1302 -2.1350 -0.1453
H 0.7827 -0.0774 -1.3664
H 0.3534 1.5162 -1.5139
H 0.1376 1.1476 1.0436

LUMO level, eV: -0.1
Charge: 0

***

Least stable structure: <w>

***

<w>
Entry from the Open Molecules 2025 dataset: C3H5NO3 in the gas phase (wB97M-V/def2-TZVPD).

Positions of all 12 atoms, in Å:
O -2.9123 -0.7345 0.4043
C -1.7874 -0.5879 0.8257
N -0.7823 -0.4094 -0.1249
C 0.6501 -0.4648 0.1784
C 1.3952 0.5982 -0.6968
O 2.4049 0.5673 -1.3198
O 0.6986 1.7441 -0.4074
H -1.3729 -0.5671 1.8416
H -1.1304 -0.8415 -0.9710
H 0.7684 -0.3956 1.2510
H 1.0263 -1.4410 -0.1370
H 1.0417 2.5322 -0.8442

LUMO level, eV: 0.5
Charge: 0

***

<x>
Entry from the Open Molecules 2025 dataset: C3H5NO3 in the gas phase (wB97M-V/def2-TZVPD).

Positions of all 12 atoms, in Å:
O 0.8601 2.1376 -1.7685
N 0.3891 0.7497 -1.6977
C 0.0155 0.1574 -0.6577
C -0.6387 -1.0907 -0.4647
O -1.0656 -1.0386 0.8861
C -0.1202 -0.3034 1.5070
O 0.3102 0.6841 0.6299
H 1.3415 2.3282 -0.9309
H -1.3810 -1.3653 -1.1705
H 0.2504 -1.8421 -0.5421
H 0.8517 -0.7495 1.9174
H -0.8130 0.3326 2.2918

LUMO level, eV: 0.7
Charge: 0

***

Least stable structure: <x>

***

<w>
Entry from the Open Molecules 2025 dataset: C3H5NO3 in the gas phase (wB97M-V/def2-TZVPD).

Positions of all 12 atoms, in Å:
O 2.7350 0.1363 0.7966
C 1.7046 -0.2495 0.1872
N 0.9684 0.6787 -0.5927
C -0.5604 0.9237 -0.6214
C -1.3817 -0.2115 0.0642
O -2.2179 0.0588 0.9230
O -1.1944 -1.4077 -0.5336
H 1.1614 -1.1940 0.2524
H 1.3682 1.6064 -0.3701
H -0.8548 1.1732 -1.6267
H -0.7598 1.8234 0.0093
H -0.8500 -1.2350 -1.3840

LUMO level, eV: 0.3
Charge: 0

***

<x>
Entry from the Open Molecules 2025 dataset: C3H5NO3 in the gas phase (wB97M-V/def2-TZVPD).

Positions of all 12 atoms, in Å:
O 0.3291 -2.4201 -0.8476
C 0.2281 -1.2645 -0.5846
C 0.9439 -0.6031 0.5809
O 0.9101 0.8253 0.4431
C -0.3140 1.4570 0.4044
O -0.9435 1.0294 -0.8498
N -0.8795 -0.3571 -1.0031
H 2.0651 -0.7452 0.4527
H 0.6101 -1.0374 1.4878
H -0.9376 1.1631 1.3639
H -0.4123 2.6114 0.3937
H -1.5996 -0.6589 -1.8413

LUMO level, eV: 0.7
Charge: 0

***

Least stable structure: <x>

***

<w>
Entry from the Open Molecules 2025 dataset: C3H4N4S in the gas phase (wB97M-V/def2-TZVPD).

Positions of all 12 atoms, in Å:
N 1.4536 4.0101 0.8574
C 1.0990 2.8629 0.7258
C 0.7929 1.4235 0.5823
N -0.3916 0.9480 0.7757
N -0.7759 -0.2067 0.4590
C -0.3569 -1.3093 -0.2374
N 0.9180 -1.7664 -0.1238
S -1.2636 -2.2268 -1.2722
H 1.6563 0.8378 0.1628
H -1.8234 -0.2938 0.1996
H 1.1363 -2.5397 -0.6796
H 1.6095 -1.1348 0.4701

LUMO level, eV: -0.8
Charge: 0

***

<x>
Entry from the Open Molecules 2025 dataset: C3H4N4S in the gas phase (wB97M-V/def2-TZVPD).

Positions of all 12 atoms, in Å:
H 2.0812 -2.1189 0.8220
N 2.0741 -1.3058 0.1842
C 1.0066 -0.6308 0.3048
C -0.0331 -0.9610 1.2767
N -0.7767 -1.2770 2.0966
N 0.8112 0.5119 -0.4432
C -0.2378 1.4392 -0.2921
N -1.4778 1.2548 -0.5711
S -1.9340 -0.2417 -1.2767
H 1.6697 0.8553 -0.8799
H 0.0375 2.4032 0.0927
H -3.2212 0.0710 -1.3141

LUMO level, eV: 0.3
Charge: 0

***

Least stable structure: <w>